Computed, not measured: a 7-piece molecular cluster, C14H47BN4O10PS overall at a distorted geometry, with ωB97M-V/def2-TZVPD.

Last column: Mulliken charge in e.
Atoms and positions in Å:
C  1.675  -1.774  0.030  -0.87
C  0.591  -1.752  1.089  -0.39
O  -0.537  -0.950  0.616  -0.50
B  -1.199  -0.179  1.475  0.47
O  -1.447  -0.425  2.786  -0.29
N  -1.736  1.192  0.941  -0.22
C  -0.674  1.997  0.210  -0.11
C  0.620  1.995  1.012  -0.37
C  1.588  3.221  0.754  -0.32
N  0.915  4.494  0.732  -0.56
N  2.551  3.273  1.850  -0.58
N  2.349  3.075  -0.469  -0.45
C  -0.514  1.535  -1.228  -0.35
O  -1.750  1.399  -1.913  -0.45
C  -2.629  0.515  -1.265  -0.97
C  -2.999  1.075  0.108  0.40
S  -3.756  2.713  -0.148  -0.11
P  -4.225  0.085  1.055  0.46
O  -4.339  0.652  2.419  -0.65
H  1.530  -2.563  -0.703  0.32
H  2.629  -1.913  0.541  0.25
H  1.703  -0.807  -0.474  0.08
H  0.969  -1.305  2.008  0.31
H  0.237  -2.756  1.320  0.54
H  -2.120  -1.086  2.993  0.33
H  -1.995  1.710  1.786  0.57
H  -1.059  3.018  0.186  0.46
H  0.392  1.980  2.084  0.61
H  1.185  1.090  0.764  -0.14
H  0.437  4.696  1.606  0.24
H  0.280  4.605  -0.047  0.31
H  3.154  2.459  1.830  0.31
H  2.084  3.296  2.750  0.32
H  2.621  2.118  -0.655  0.31
H  1.873  3.439  -1.282  0.31
H  0.074  0.617  -1.300  -0.05
H  0.043  2.309  -1.749  0.40
H  -2.204  -0.492  -1.186  0.29
H  -3.534  0.477  -1.870  0.51
H  -4.687  2.593  0.812  0.24
H  -3.750  -1.243  1.042  0.05
H  -5.432  0.157  0.343  0.24
C  3.940  -5.096  0.749  -0.35
O  4.366  -3.883  1.378  -0.51
H  2.862  -5.029  0.610  0.12
H  4.415  -5.207  -0.230  0.30
H  4.171  -5.963  1.368  0.16
H  5.318  -3.948  1.490  0.29
C  -1.410  6.421  3.338  -0.61
O  -0.560  5.272  3.310  -0.50
H  -0.923  7.187  2.742  0.27
H  -2.390  6.203  2.908  0.25
H  -1.535  6.792  4.356  0.27
H  -0.963  4.590  3.855  0.26
C  1.389  0.535  -4.634  -0.60
O  1.899  1.524  -3.747  -0.46
H  1.350  -0.407  -4.089  0.27
H  0.387  0.800  -4.978  0.28
H  2.047  0.422  -5.497  0.22
H  1.941  2.344  -4.254  0.26
C  -5.394  -3.422  1.968  -0.50
O  -3.974  -3.383  1.815  -0.48
H  -5.778  -2.488  1.561  0.17
H  -5.845  -4.246  1.414  0.30
H  -5.681  -3.487  3.018  0.28
H  -3.609  -4.200  2.168  0.30
C  1.275  2.179  -7.863  -0.55
O  1.392  2.981  -6.690  -0.46
H  1.703  1.207  -7.634  0.19
H  0.231  2.044  -8.153  0.28
H  1.826  2.614  -8.699  0.30
H  1.018  3.844  -6.889  0.28
C  2.593  -8.478  2.288  -0.51
O  3.872  -7.897  2.505  -0.49
H  2.008  -7.755  1.722  0.19
H  2.661  -9.401  1.709  0.26
H  2.079  -8.684  3.230  0.26
H  4.405  -8.524  3.003  0.29

Output
energy relative to the best compared isomer or geometry (same formula, charge and spin)	0.0	kcal per mole
E	-62510.17369	eV
frontier orbital gap	9.218	eV
LUMO level	-2.203	eV
total charge	+1
highest occupied orbital energy	-11.421	eV

Computed, not measured: a 5-piece molecular cluster, C17H41NO15S5 overall, with ωB97M-V/def2-TZVPD.

Last column: Mulliken charge in e.
Atoms and positions in Å:
N  -0.323  3.996  -3.957  -0.65
C  -1.653  4.379  -3.475  -0.36
C  -2.591  3.172  -3.553  -0.94
C  -4.098  3.423  -3.621  0.27
O  -4.757  3.002  -2.387  -0.42
C  -5.365  4.080  -1.858  0.68
O  -5.564  4.279  -0.708  -0.53
O  -5.722  4.917  -2.880  -0.38
C  -4.575  4.884  -3.749  -0.35
S  -5.047  5.410  -5.402  -0.19
H  0.203  3.551  -3.211  0.22
H  0.190  4.838  -4.190  0.25
H  -1.625  4.757  -2.445  0.25
H  -2.003  5.199  -4.105  0.38
H  -2.438  2.547  -2.670  0.34
H  -2.281  2.570  -4.407  0.38
H  -4.542  2.809  -4.403  0.45
H  -3.852  5.583  -3.335  0.52
H  -3.996  6.219  -5.579  0.13
O  3.972  3.680  -0.811  -0.67
S  3.432  2.794  -1.796  1.23
O  2.009  2.653  -1.896  -0.62
O  4.097  1.370  -1.639  -0.28
C  4.104  0.771  -0.310  0.04
C  2.760  0.194  0.074  -1.11
C  4.082  3.179  -3.383  -0.97
H  4.447  1.512  0.411  0.37
H  4.849  -0.018  -0.370  -0.10
H  2.012  0.973  0.216  0.36
H  2.870  -0.359  1.007  0.38
H  2.400  -0.485  -0.699  0.29
H  5.163  3.255  -3.309  0.33
H  3.649  4.134  -3.674  0.37
H  3.785  2.399  -4.080  0.32
O  -11.399  2.074  -2.234  -0.65
S  -11.000  1.249  -1.134  1.22
O  -11.587  1.468  0.152  -0.61
O  -9.420  1.275  -1.019  -0.30
C  -8.771  2.575  -0.991  -0.13
C  -8.878  3.253  0.356  -1.04
C  -11.165  -0.448  -1.563  -0.93
H  -9.181  3.193  -1.791  0.36
H  -7.732  2.355  -1.227  0.05
H  -9.904  3.541  0.578  0.37
H  -8.253  4.146  0.353  0.37
H  -8.534  2.586  1.146  0.29
H  -10.691  -0.614  -2.526  0.31
H  -12.233  -0.651  -1.618  0.37
H  -10.704  -1.049  -0.784  0.31
O  8.008  -0.947  1.659  -0.68
S  7.437  -1.862  0.718  1.30
O  6.013  -2.015  0.667  -0.61
O  8.126  -3.276  0.883  -0.26
C  8.190  -3.842  2.223  -0.51
C  6.868  -4.419  2.673  -0.84
C  8.029  -1.510  -0.900  -0.98
H  8.555  -3.075  2.906  0.36
H  8.955  -4.610  2.142  0.27
H  6.119  -3.645  2.823  0.31
H  6.998  -4.944  3.618  0.39
H  6.483  -5.120  1.932  0.24
H  9.111  -1.421  -0.865  0.35
H  7.576  -0.567  -1.199  0.36
H  7.718  -2.310  -1.566  0.32
O  4.141  -4.738  4.283  -0.56
S  2.759  -4.979  4.578  1.15
O  2.055  -4.056  5.412  -0.61
O  2.611  -6.449  5.157  -0.29
C  3.481  -6.821  6.257  -0.27
C  3.023  -6.249  7.580  -0.98
C  1.862  -5.226  3.088  -0.96
H  4.500  -6.519  6.013  0.26
H  3.443  -7.908  6.263  0.28
H  3.122  -5.165  7.602  0.30
H  3.629  -6.670  8.382  0.39
H  1.977  -6.496  7.762  0.26
H  2.390  -5.952  2.477  0.31
H  1.819  -4.260  2.590  0.36
H  0.862  -5.570  3.339  0.35

Output
energy relative to the best compared isomer or geometry (same formula, charge and spin)	0.0	kcal per mole
structure (SMILES)	NCC[C@H]1OC(=O)O[C@@H]1S.CCOS(C)(=O)=O.CCOS(C)(=O)=O.CCOS(C)(=O)=O.CCOS(C)(=O)=O
E	-104670.89386	eV
frontier orbital gap	10.042	eV
LUMO level	0.356	eV
total charge	0
highest occupied orbital energy	-9.686	eV

Computed, not measured: C27H25FFeO4S as an isolated structure at a distorted geometry, with ωB97M-V/def2-TZVPD.

Last column: natural (NBO) charge in e.
Atoms and positions in Å:
C  3.218  -3.481  -0.728  -0.63
C  1.863  -3.106  -0.170  -0.08
O  1.867  -1.682  0.107  -0.50
C  1.082  -1.305  1.141  0.65
C  1.197  0.178  1.305  0.15
F  0.375  0.705  2.213  -0.32
S  3.061  0.475  1.822  1.99
C  3.432  2.009  2.689  -0.41
C  3.625  3.172  1.947  -0.25
C  3.778  4.385  2.622  -0.23
C  3.822  4.406  4.021  -0.35
C  3.844  3.202  4.734  -0.23
C  3.686  1.986  4.061  -0.26
O  3.300  -0.574  2.792  -0.98
O  3.789  0.546  0.577  -0.97
O  0.454  -2.033  1.890  -0.60
H  3.123  -4.410  -1.299  0.19
H  3.644  -2.702  -1.374  0.23
H  3.908  -3.670  0.107  0.21
H  1.056  -3.296  -0.897  0.18
H  1.654  -3.651  0.762  0.20
H  3.658  3.115  0.858  0.22
H  3.860  5.307  2.046  0.19
H  3.855  5.359  4.550  0.18
H  3.978  3.197  5.817  0.18
H  3.756  1.030  4.580  0.22
C  -1.065  1.368  -4.695  -0.35
C  -0.227  1.036  -3.559  -0.27
C  -0.560  -0.309  -3.132  -0.30
C  -1.615  -0.806  -4.004  -0.32
C  -1.922  0.232  -4.971  -0.29
Fe  -2.139  0.871  -3.108  0.05
C  -3.858  1.854  -2.932  -0.31
C  -2.837  2.428  -2.071  -0.31
C  -2.345  1.385  -1.207  -0.27
C  -3.057  0.137  -1.509  -0.19
C  -2.704  -1.179  -1.052  -0.13
C  -2.675  -1.594  0.288  -0.01
C  -2.537  -2.987  0.588  -0.22
C  -2.399  -3.408  1.899  -0.22
C  -2.360  -2.465  2.942  -0.24
C  -2.560  -1.100  2.669  -0.19
C  -2.764  -0.665  1.368  -0.24
C  -3.980  0.456  -2.610  -0.26
H  -0.988  2.265  -5.298  0.20
H  0.571  1.645  -3.153  0.22
H  -0.055  -0.863  -2.346  0.22
H  -2.039  -1.806  -3.995  0.20
H  -2.612  0.134  -5.805  0.20
H  -4.466  2.401  -3.648  0.20
H  -2.544  3.473  -2.034  0.21
H  -1.627  1.443  -0.399  0.22
H  -2.611  -1.953  -1.824  0.18
H  -2.495  -3.692  -0.246  0.19
H  -2.245  -4.469  2.123  0.19
H  -2.071  -2.776  3.947  0.20
H  -2.485  -0.362  3.472  0.20
H  -2.923  0.392  1.146  0.23
H  -4.692  -0.252  -3.021  0.20

Output
E	-84526.69704	eV
spin multiplicity	5
expectation value of S²	6.0850
frontier orbital gap (alpha / beta)	3.341 / 5.686	eV
LUMO level (alpha / beta)	4.850 / 4.457	eV
total charge	-2
highest occupied orbital energy (alpha / beta)	1.509 / -1.229	eV

Computed, not measured: a 2-piece molecular cluster, C3H10NO2S overall, with ωB97M-V/def2-TZVPD.

Last column: natural (NBO) charge in e.
Atoms and positions in Å:
C  -0.393  -0.567  -0.264  -0.24
C  -1.727  -0.619  -0.991  -0.49
S  -1.813  -1.771  -2.408  -0.11
N  -0.445  0.496  0.727  -0.68
C  0.479  0.329  1.873  0.13
O  1.779  0.628  1.631  -0.94
H  0.435  -0.450  -0.976  0.20
H  -0.209  -1.484  0.296  0.18
H  -2.541  -0.830  -0.309  0.20
H  -1.902  0.374  -1.411  0.21
H  -0.799  -2.565  -2.039  0.12
H  -0.183  1.390  0.299  0.36
H  0.371  -0.727  2.181  0.08
H  0.080  0.978  2.670  0.09
H  2.573  2.303  -0.685  0.44
H  2.022  1.123  0.185  0.50
O  2.275  1.393  -0.779  -1.05

Output
energy relative to the best compared isomer or geometry (same formula, charge and spin)	3.3	kcal per mole
E	-19693.93320	eV
frontier orbital gap	6.478	eV
LUMO level	3.125	eV
total charge	-1
highest occupied orbital energy	-3.353	eV

Computed, not measured: one molecule with the formula C5H12O2, with ωB97M-V/def2-TZVPD.

Last column: natural (NBO) charge in e.
Atoms and positions in Å:
C  -0.899  -2.297  -0.729  -0.61
C  -0.447  -1.340  0.387  -0.42
C  -0.179  0.035  -0.265  0.08
O  -1.409  0.446  -0.872  -0.72
C  0.417  1.250  0.529  0.08
C  1.943  1.387  0.549  -0.63
O  0.019  2.440  -0.133  -0.71
H  -1.804  -1.911  -1.205  0.22
H  -0.129  -2.336  -1.509  0.20
H  -1.094  -3.320  -0.391  0.21
H  -1.251  -1.244  1.137  0.19
H  0.415  -1.756  0.924  0.21
H  0.501  -0.125  -1.110  0.17
H  -2.111  0.355  -0.215  0.46
H  0.045  1.265  1.569  0.15
H  2.381  1.141  -0.425  0.21
H  2.135  2.451  0.724  0.23
H  2.460  0.822  1.330  0.21
H  -0.936  2.495  -0.097  0.47

Output
energy relative to the best compared isomer or geometry (same formula, charge and spin)	23.4	kcal per mole
structure (SMILES)	CC[C@@H](O)[C@@H](C)O
E	-9474.11972	eV
frontier orbital gap	10.841	eV
LUMO level	0.846	eV
total charge	0
highest occupied orbital energy	-9.995	eV

Q: Among the records above, which one has the lowest total charge?
A: C27H25FFeO4S

Q: Among the records above, which one has the lowest E?
A: C17H41NO15S5

Q: E of number 5 (C5H12O2)?
A: -9474.11972 eV